# 1
This record from the OMol25 dataset describes C21H24ClNOs as an isolated structure in a non-equilibrium geometry. The level of theory is wB97M-V/def2-TZVPD.

Atoms and positions in Å:
C  4.422  1.072  -2.559
C  4.807  -0.137  -3.400
C  4.258  2.272  -3.472
C  5.542  1.354  -1.568
Cl  2.967  0.728  -1.689
H  5.213  2.430  -3.991
H  4.022  3.169  -2.891
H  3.479  2.085  -4.217
H  5.760  0.100  -3.885
H  4.041  -0.332  -4.155
H  4.914  -1.021  -2.767
H  6.457  1.512  -2.148
H  5.670  0.506  -0.890
H  5.314  2.250  -0.985
C  -2.478  -0.420  -0.900
C  -2.456  0.902  -1.429
C  -1.229  1.078  -2.127
H  -3.217  1.653  -1.272
C  -0.498  -0.143  -2.035
C  -1.249  -1.056  -1.241
H  -0.879  -2.009  -0.900
H  -3.250  -0.819  -0.257
H  -0.884  1.975  -2.622
H  0.468  -0.343  -2.471
C  -0.432  0.961  2.080
C  -1.547  1.749  1.662
C  -1.074  2.685  0.695
H  -2.579  1.595  1.957
C  0.322  2.471  0.522
C  0.716  1.403  1.375
H  1.713  0.969  1.426
H  -0.463  0.146  2.795
H  -1.683  3.396  0.152
H  0.984  2.988  -0.163
Os  -0.826  0.706  -0.048
N  -0.388  -2.230  1.439
C  -1.436  -2.348  1.959
C  -2.670  -2.551  2.649
C  -2.733  -2.330  4.033
C  -3.909  -2.601  4.730
C  -5.030  -3.080  4.045
C  -4.985  -3.270  2.662
C  -3.810  -3.005  1.957
H  -1.845  -1.948  4.546
H  -3.948  -2.432  5.810
H  -5.948  -3.298  4.592
H  -5.869  -3.623  2.118
H  -3.753  -3.156  0.875

The expectation value of S² is 6.035. The spin multiplicity is 5. As for the net charge: +2. Its HOMO-LUMO gap (spin up / spin down) is 2.770 / 2.720 eV.

Atom charges from the natural (NBO) analysis, given in e for atoms 1 to 6:
1. C -0.03
2. C -0.62
3. C -0.62
4. C -0.62
5. Cl -0.10
6. H 0.23

---

# 2
This record from the OMol25 dataset describes a 2-piece molecular cluster, C21H24F10N4O6PS overall in a non-equilibrium geometry. The level of theory is wB97M-V/def2-TZVPD.

Atoms and positions in Å:
N  -6.685  -0.974  0.894
P  -5.305  -0.957  1.553
O  -5.139  -2.259  2.509
O  -5.171  0.362  2.432
N  -3.957  -1.012  0.391
C  -4.114  -1.192  -0.922
F  -5.305  -1.383  -1.417
C  -3.071  -1.209  -1.826
N  -3.299  -1.418  -3.220
C  -1.786  -1.041  -1.342
C  -0.682  -1.101  -2.372
O  -0.666  -0.243  -3.231
O  0.254  -2.056  -2.302
C  -1.590  -0.843  0.047
C  -0.182  -0.618  0.555
C  0.488  0.621  -0.076
C  1.688  1.149  0.768
C  2.624  1.946  -0.191
C  3.231  3.211  0.437
F  4.590  3.103  0.241
F  3.107  3.251  1.780
C  2.861  4.553  -0.244
F  3.272  4.489  -1.520
F  3.573  5.534  0.309
S  1.051  5.049  -0.267
F  1.292  6.054  0.948
F  1.426  6.225  -1.284
F  0.738  4.122  -1.520
F  0.617  3.933  0.781
F  -0.455  5.540  -0.317
C  -2.675  -0.856  0.871
C  -2.408  -0.681  2.341
C  -2.284  -1.790  3.140
C  -2.067  -1.730  4.508
C  -1.942  -0.441  5.018
C  -2.047  0.611  4.122
N  -2.290  0.553  2.829
H  -7.252  -1.772  1.152
H  -5.553  -2.965  1.988
H  -4.433  0.906  2.092
H  -4.081  -2.070  -3.283
H  -3.666  -0.540  -3.590
H  0.927  -1.781  -2.948
H  0.401  -1.499  0.240
H  -0.111  -0.588  1.645
H  0.898  0.401  -1.066
H  -0.231  1.439  -0.240
H  1.262  1.764  1.562
H  2.243  0.285  1.148
H  2.131  2.151  -1.146
H  3.440  1.267  -0.446
H  -2.388  -2.772  2.676
H  -1.980  -2.614  5.129
H  -1.769  -0.281  6.077
H  -1.915  1.613  4.537
O  2.810  -0.791  -1.740
C  3.676  -1.550  -2.096
O  4.967  -1.197  -2.167
C  5.745  -2.276  -2.726
C  4.917  -3.525  -2.483
C  3.495  -2.983  -2.559
H  5.899  -2.077  -3.788
H  6.713  -2.317  -2.234
H  5.126  -4.325  -3.190
H  5.109  -3.908  -1.479
H  3.114  -2.978  -3.584
H  2.815  -3.521  -1.904

As for the net charge: +1. Its HOMO-LUMO gap is 8.236 eV.

Atom charges from the Löwdin analysis, given in e for atoms 1 to 6:
1. N -0.12
2. P 0.54
3. O -0.11
4. O -0.06
5. N 0.08
6. C -0.22

---

# 3
This record from the OMol25 dataset describes C21H24F17NO4 in the gas phase in a non-equilibrium geometry. The level of theory is wB97M-V/def2-TZVPD.

Atoms and positions in Å:
C  0.336  -2.250  1.152
C  1.498  -2.477  2.117
O  2.403  -3.145  1.781
O  1.478  -1.950  3.382
C  1.627  -0.517  3.357
C  3.128  -0.106  3.293
C  3.408  1.026  2.278
C  3.128  0.574  0.822
C  4.164  -0.451  0.289
C  3.596  -1.151  -0.971
C  3.662  -0.178  -2.175
C  2.677  -0.678  -3.253
N  1.300  -0.356  -2.842
C  0.937  1.050  -3.128
C  0.478  1.722  -1.801
C  -0.988  2.149  -1.850
F  -1.793  1.225  -2.400
F  -1.030  3.219  -2.695
C  -1.519  2.684  -0.491
F  -0.600  3.559  -0.061
F  -2.630  3.392  -0.717
C  -1.695  1.582  0.612
F  -0.729  1.796  1.524
F  -1.461  0.363  0.149
C  -3.027  1.648  1.415
F  -2.847  0.872  2.492
F  -3.221  2.865  1.899
C  -4.309  1.239  0.606
F  -5.007  2.361  0.402
F  -4.038  0.760  -0.605
C  -5.280  0.280  1.355
F  -6.449  0.347  0.682
F  -5.557  0.707  2.564
C  -4.867  -1.228  1.340
F  -3.556  -1.423  1.201
F  -5.218  -1.731  2.529
C  -5.597  -2.107  0.279
F  -4.972  -3.285  0.283
F  -5.503  -1.643  -0.941
F  -6.830  -2.364  0.606
C  0.358  -1.228  -3.472
O  0.346  -1.385  -4.639
O  -0.466  -1.876  -2.640
H  0.177  -3.132  0.530
H  0.631  -1.434  0.480
H  -0.592  -1.985  1.673
H  1.055  -0.052  2.542
H  1.218  -0.134  4.296
H  3.771  -0.968  3.092
H  3.395  0.297  4.280
H  4.463  1.327  2.328
H  2.784  1.912  2.465
H  2.129  0.127  0.726
H  3.152  1.470  0.185
H  5.092  0.069  0.001
H  4.445  -1.170  1.068
H  4.237  -2.007  -1.214
H  2.549  -1.428  -0.818
H  4.660  -0.212  -2.636
H  3.472  0.869  -1.910
H  2.773  -1.757  -3.418
H  2.932  -0.183  -4.207
H  0.114  1.091  -3.855
H  1.763  1.598  -3.590
H  1.031  2.669  -1.727
H  0.721  1.136  -0.912
H  -1.307  -1.994  -3.109

As for the energy above the lowest of the compared OMol25 structures with the same formula, charge and spin: 0.5127 eV. Its HOMO-LUMO gap is 9.936 eV.

Atom charges from the natural (NBO) analysis, given in e for atoms 1 to 6:
1. C -0.74
2. C 0.81
3. O -0.55
4. O -0.54
5. C -0.07
6. C -0.44

---

# 4
This record from the OMol25 dataset describes C21H24IN5S4Sr as an isolated structure in a non-equilibrium geometry. The level of theory is wB97M-V/def2-TZVPD.

Atoms and positions in Å:
Sr  -0.715  -0.593  0.072
C  -3.262  0.245  1.203
C  -3.411  1.423  0.239
N  -2.122  1.727  -0.449
C  -1.257  2.731  0.279
C  -0.966  2.111  1.655
C  -1.587  2.453  2.838
C  -1.547  1.527  3.895
C  -0.962  0.286  3.708
C  -0.359  0.021  2.449
C  0.517  -1.333  2.421
N  0.429  -2.153  1.139
C  -0.993  -2.736  1.193
C  -2.017  -1.620  1.545
N  -2.813  -0.990  0.499
N  -0.146  1.033  1.537
H  -4.185  0.059  1.764
H  -2.574  0.488  2.034
H  -3.815  2.259  0.831
H  -4.167  1.130  -0.491
H  -2.291  2.040  -1.398
H  -1.761  3.698  0.391
H  -0.327  2.787  -0.289
H  -2.198  3.343  2.901
H  -2.096  1.721  4.808
H  -1.118  -0.531  4.397
H  0.108  -1.927  3.241
H  1.536  -1.063  2.688
H  1.090  -2.917  1.164
H  -1.058  -3.452  2.009
H  -1.282  -3.263  0.266
H  -1.334  -0.713  1.753
H  -2.439  -1.719  2.540
H  -3.590  -1.573  0.173
S  -5.223  -2.916  1.779
S  -3.916  -4.254  0.898
S  -3.686  -3.722  -1.192
S  -1.834  -3.479  -2.192
I  -0.165  1.355  -2.960
C  -1.070  -1.857  -2.274
H  -0.045  -2.082  -2.572
H  -1.620  -1.351  -3.064
N  8.182  2.452  -4.908
C  7.262  2.036  -4.350
C  6.129  1.501  -3.644
C  5.293  2.334  -2.892
C  4.214  1.815  -2.217
C  3.934  0.424  -2.231
C  4.787  -0.396  -3.007
C  5.851  0.132  -3.704
C  2.828  -0.080  -1.531
C  1.717  -0.301  -1.024
H  5.500  3.397  -2.861
H  3.522  2.453  -1.685
H  4.570  -1.455  -3.062
H  6.481  -0.506  -4.313

As for the energy above the lowest of the compared OMol25 structures with the same formula, charge and spin: 7.9811 eV. As for the net charge: -2. Its HOMO-LUMO gap is 4.541 eV.

Atom charges from the Löwdin analysis, given in e for atoms 1 to 6:
1. Sr 1.27
2. C -0.21
3. C -0.17
4. N -0.15
5. C -0.15
6. C -0.26